ORCA calculation (wB97M-V/def2-TZVPD) on a cluster of 2 separate species, C3H6N3S in total.

```
13
Properties=species:S:1:pos:R:3:nbo_charge:R:1
C 1.23759 1.90876 -0.38108 0.332
C 2.14457 -0.25286 -0.20524 0.196
C -0.27071 0.51510 0.88509 0.075
N 2.16892 0.89091 -0.52452 -0.486
N 0.27241 1.50459 0.34996 -0.288
N -1.81549 -1.35100 -0.33326 -1.084
S 2.43086 -1.71034 0.17563 0.288
H 1.12192 2.87516 -0.86760 0.271
H -0.78369 -0.27909 0.31333 0.276
H -0.39722 0.43877 1.95181 0.221
H -1.51033 -2.31109 -0.68673 0.410
H -2.24029 -0.84628 -1.15701 0.402
H -2.35856 -1.38261 0.47961 0.387
```

The orbital gap is 8.3 eV. The energy above the lowest of the compared OMol25 structures with the same formula, charge and spin comes out at 62.7 kcal/mol. Its charge is +1.

ORCA calculation (wB97M-V/def2-TZVPD) on the ion C6H14NO with charge -1.

```
22
Properties=species:S:1:pos:R:3:nbo_charge:R:1
C 3.19394 0.71049 0.05291 -0.605
C 1.90415 0.03272 0.53949 -0.429
C 0.67115 0.76717 -0.03626 -0.218
N 0.10508 0.05236 -1.17803 -0.660
C -0.88594 -0.93828 -0.79109 -0.232
C -2.30246 -0.45886 -0.45515 -0.465
C -2.61909 -0.39598 1.07674 -0.022
O -3.67377 -1.20474 1.38849 -0.971
H 3.30214 0.78821 -1.03921 0.198
H 4.08471 0.24219 0.46224 0.195
H 3.14780 1.78965 0.26497 0.188
H 1.91244 0.11661 1.60504 0.199
H 1.82856 -0.90512 0.01204 0.225
H 0.93409 1.75581 -0.38491 0.171
H -0.10724 0.85616 0.72881 0.192
H -0.16110 0.64554 -1.94489 0.355
H -0.90123 -1.79774 -1.46080 0.177
H -0.45601 -1.48128 0.06310 0.184
H -2.39700 0.56330 -0.86169 0.161
H -3.06802 -1.01839 -0.98869 0.213
H -1.73700 -0.80306 1.62154 0.077
H -2.77521 0.68324 1.32536 0.067
```

The structure (SMILES) is CCCNCCC[O-]. The orbital gap is 5.5 eV. The energy above the lowest of the compared OMol25 structures with the same formula, charge and spin comes out at 35.5 kcal/mol. Its charge is -1.

ORCA calculation (wB97M-V/def2-TZVPD) on a structure of composition C38H34CsN4O5P.

```
83
Properties=species:S:1:pos:R:3:mulliken_charge:R:1
Cs 1.80688 -0.88346 -0.13704 1.467
O -0.43015 -1.23161 1.88941 0.111
C -0.44908 -1.64832 3.20646 -0.699
C 0.91020 -1.94131 3.82346 -0.755
N 1.98421 -1.00423 3.57018 0.704
C 1.82843 0.24495 4.22475 -1.153
C 1.19575 1.41754 3.34805 0.556
O 1.67263 2.52000 3.60792 -0.792
O 0.39895 1.09579 2.38487 -0.786
C 3.35666 -1.50949 3.72198 -0.633
C 3.55152 -2.79499 2.85793 0.224
O 3.96406 -3.86995 3.31316 -0.803
O 3.23037 -2.58215 1.65679 -0.498
H 0.03884 -0.33971 1.94972 -0.087
H -1.05893 -2.60206 3.22824 0.416
H -0.89132 -0.88258 3.82941 0.257
H 1.16165 -2.98101 3.52746 0.278
H 0.75884 -1.91510 4.92996 0.197
H 2.81547 0.69114 4.27035 0.371
H 1.44727 0.18613 5.28317 0.169
H 3.58712 -1.78769 4.79413 0.255
H 4.04079 -0.75342 3.41152 0.453
N 0.55624 -4.48825 -0.16991 -0.187
C 1.63971 -4.94677 -1.00217 0.707
C 2.97063 -5.00632 -0.49238 -0.356
C 3.92750 -5.41067 -1.34669 -0.499
C 3.68102 -5.59207 -2.70040 -0.560
C 2.35509 -5.52925 -3.08483 -0.378
N 1.37492 -5.19377 -2.26491 -0.432
C -0.54400 -3.96134 -0.88029 0.650
C -1.80331 -4.54354 -0.96560 -1.040
C -2.85036 -3.74989 -1.46146 -0.310
C -2.66381 -2.46936 -1.88419 -0.926
C -1.35882 -1.96287 -1.73433 -0.394
N -0.31601 -2.67153 -1.28592 -0.158
H 0.83584 -3.78500 0.49195 0.053
H 3.00877 -4.74205 0.53826 0.461
H 4.93336 -5.41379 -0.93715 0.415
H 4.37587 -5.81208 -3.50302 0.363
H 2.06944 -5.68538 -4.07112 0.441
H -1.92055 -5.52113 -0.50584 0.383
H -3.82035 -4.19193 -1.43493 0.396
H -3.41733 -1.88441 -2.33338 0.561
H -1.09181 -0.97674 -1.99244 0.523
C -4.00636 1.58972 2.62658 -0.379
C -3.64513 0.61516 1.71757 -0.613
C -2.60283 0.95615 0.89186 -0.256
C -1.95734 2.16653 0.90207 0.046
C -2.35948 3.11001 1.81561 0.306
C -3.37603 2.83933 2.72109 -0.773
P -0.52818 2.27331 -0.26502 1.048
C 0.19022 3.96936 -0.08057 0.141
C 0.30937 4.92515 -1.05327 -0.144
C 1.10515 6.09752 -0.84535 -0.770
C 1.87341 6.17677 0.31899 -0.269
C 1.87704 5.17027 1.27646 -1.133
C 0.98606 4.10519 1.09721 -0.264
C -1.57588 2.56387 -1.81229 0.330
C -2.65099 3.38226 -1.76115 -0.129
C -3.32188 3.69886 -2.97525 -0.633
C -2.86171 3.25449 -4.20886 -0.954
C -1.72601 2.41693 -4.25338 0.708
C -1.24469 1.84876 -5.43892 -0.740
C -0.14731 0.98407 -5.44531 -0.688
C 0.43388 0.63374 -4.23601 -0.868
C 0.00772 1.06953 -2.99883 -0.376
C -1.03825 2.03805 -3.06452 0.394
H -4.83371 1.41181 3.31284 0.278
H -4.06552 -0.37048 1.65026 0.490
H -2.24870 0.17805 0.17860 -0.130
H -1.84208 4.01071 1.80762 0.578
H -3.64426 3.51917 3.56313 0.305
H -0.17821 4.83233 -2.02169 0.327
H 1.16556 6.94285 -1.58504 0.298
H 2.48428 7.06435 0.47290 0.301
H 2.55155 5.12602 2.11127 0.511
H 1.03679 3.31270 1.83639 0.274
H -2.97846 3.74634 -0.79578 0.474
H -4.24607 4.33750 -2.92639 0.273
H -3.39332 3.58469 -5.08701 0.346
H -1.80605 2.08638 -6.36991 0.244
H 0.20099 0.59366 -6.43263 0.275
H 1.19422 -0.15145 -4.31439 0.205
```

The orbital gap is 5.3 eV. The energy above the lowest of the compared OMol25 structures with the same formula, charge and spin comes out at 14.8 kcal/mol. Its charge is -2.

ORCA calculation (wB97M-V/def2-TZVPD) on a cluster of 6 separate species, C24H48O12S6 in total.

```
90
Properties=species:S:1:pos:R:3:mulliken_charge:R:1
O -9.19531 -20.59050 22.13941 -0.621
S -9.92958 -21.83577 22.21631 1.073
O -11.37187 -21.79855 22.24405 -0.688
C -9.21704 -22.95194 20.97951 -0.368
C -7.93515 -23.55924 21.56027 -0.431
C -7.92861 -23.23688 23.09500 -0.760
C -9.29493 -22.79309 23.57897 -0.705
H -9.18444 -22.43273 20.02306 0.162
H -9.95939 -23.74388 20.85265 0.342
H -8.02626 -24.63974 21.50572 0.312
H -7.05707 -23.09232 21.13063 0.237
H -7.27897 -22.36309 23.23119 0.244
H -7.40338 -23.99736 23.67038 0.446
H -9.33504 -22.23288 24.51090 0.459
H -9.96547 -23.64449 23.73559 0.310
O -15.29996 -23.15564 13.64790 -0.641
S -14.62440 -24.13216 14.48040 1.189
O -13.18017 -24.13478 14.52470 -0.663
C -15.40379 -24.18331 16.15573 0.054
C -15.66944 -25.65049 16.43410 -0.677
C -16.17432 -26.18292 15.07195 -0.730
C -15.16165 -25.79588 14.01477 -0.725
H -16.32022 -23.59729 16.22925 0.404
H -14.67835 -23.63908 16.75794 -0.246
H -14.72731 -26.14835 16.68721 0.295
H -16.34813 -26.00314 17.20744 0.377
H -17.21549 -25.92924 14.84829 0.304
H -16.30966 -27.26991 15.13152 0.390
H -15.44791 -25.79800 12.96780 0.426
H -14.32070 -26.47298 14.16823 0.312
O -4.43326 -18.61703 18.96503 -0.688
S -5.52421 -19.47572 18.56364 1.145
O -5.38260 -20.91178 18.54768 -0.647
C -7.03263 -18.95100 19.36947 -0.879
C -8.10955 -19.17413 18.31314 -0.252
C -7.56013 -18.47535 17.06822 -0.338
C -6.09721 -18.93852 16.92800 -0.781
H -6.86975 -17.87035 19.45063 0.325
H -7.07349 -19.31590 20.39399 0.451
H -8.23921 -20.24249 18.12650 0.165
H -9.04875 -18.78356 18.70353 0.292
H -7.59432 -17.39359 17.18136 0.403
H -8.11845 -18.78913 16.18448 -0.013
H -5.51884 -18.02661 16.76376 0.352
H -5.81050 -19.65411 16.16367 0.450
O -8.98347 -18.82117 11.67813 -0.707
S -9.73891 -17.85709 12.45029 1.141
O -10.67429 -18.28489 13.48399 -0.556
C -8.57118 -16.61214 13.02423 -0.703
C -8.23480 -15.84864 11.74519 -0.687
C -9.64383 -15.55444 11.17480 -0.852
C -10.54988 -16.75887 11.26090 -0.246
H -7.73323 -17.11812 13.51123 0.383
H -9.02524 -16.06649 13.85454 0.343
H -7.69910 -14.93153 11.96970 0.367
H -7.68179 -16.50713 11.07905 0.321
H -9.59675 -15.05253 10.20181 0.383
H -10.03859 -14.69687 11.73297 0.321
H -10.78976 -17.36316 10.38937 0.416
H -11.49399 -16.50220 11.74523 0.047
O -14.64031 -19.99653 9.12629 -0.681
S -13.87999 -19.09458 9.96668 1.101
O -12.46606 -18.91957 9.72636 -0.609
C -14.70011 -17.50883 10.10224 -0.735
C -15.18328 -17.39681 11.53376 -0.570
C -15.46658 -18.81632 12.03833 -0.717
C -14.18062 -19.59311 11.70882 -0.263
H -15.48151 -17.55029 9.34222 0.424
H -14.02708 -16.69725 9.82905 0.349
H -14.47926 -16.87757 12.18704 0.236
H -16.05099 -16.73058 11.51659 0.374
H -16.37409 -19.21373 11.58161 0.319
H -15.66452 -18.81733 13.11143 0.351
H -14.23417 -20.67361 11.77057 0.525
H -13.39248 -19.09831 12.27792 -0.140
O -10.67323 -21.74391 18.04986 -0.679
S -11.60623 -20.70341 17.64735 1.265
O -11.59216 -19.49434 18.43433 -0.738
C -11.45157 -20.26755 15.89392 -0.848
C -12.63079 -20.97420 15.21890 0.224
C -13.80138 -20.93639 16.20555 -0.728
C -13.29884 -21.36138 17.57023 -1.034
H -10.49261 -20.55801 15.46583 0.498
H -11.46313 -19.18349 15.79476 0.371
H -12.86745 -20.36552 14.34036 -0.545
H -12.39585 -21.94023 14.78168 0.364
H -14.63507 -21.50477 15.79458 0.627
H -14.10756 -19.88575 16.19951 0.406
H -13.12998 -22.44181 17.58764 0.279
H -13.80317 -21.10097 18.49594 0.533
```

The structure (SMILES) is O=S1(=O)CCCC1.O=S1(=O)CCCC1.O=S1(=O)CCCC1.O=S1(=O)CCCC1.O=S1(=O)CCCC1.O=S1(=O)CCCC1. The orbital gap is 10.1 eV. The energy above the lowest of the compared OMol25 structures with the same formula, charge and spin comes out at 23.7 kcal/mol. Its charge is 0.

ORCA calculation (wB97M-V/def2-TZVPD) on a structure of composition C5H8N2O.

```
16
Properties=species:S:1:pos:R:3:nbo_charge:R:1
C 1.15382 -1.09831 0.14543 -0.601
C -0.32364 -0.51025 0.22027 0.035
C -0.67041 -0.36061 -1.22228 -0.106
C 0.47237 1.54272 0.43815 0.004
C -0.71897 0.87523 0.74953 -0.145
H 1.82538 -0.46605 -0.43772 0.228
H 0.91632 -2.29087 -0.59829 0.186
H 1.50886 -1.20198 1.27569 0.244
H -0.31906 -1.24026 -1.68001 0.189
H -1.70560 -0.12519 -1.38889 0.191
H 1.01224 2.30009 0.94080 0.223
H -1.56583 1.40754 0.42575 0.226
H -1.59520 -0.83466 2.13212 0.403
N 0.82098 1.53641 -0.86535 -0.096
N -0.74195 -0.33102 1.69604 -0.583
O -0.06930 0.79719 -1.83125 -0.399
```

The orbital gap is 10.1 eV. The energy above the lowest of the compared OMol25 structures with the same formula, charge and spin comes out at 196.5 kcal/mol. Its charge is 0.

ORCA calculation (wB97M-V/def2-TZVPD) on a cluster of 2 separate species, C9H17BF2O6S in total.

```
36
Properties=species:S:1:pos:R:3:nbo_charge:R:1
C -5.24239 0.90216 1.07732 -0.637
C -4.26998 -0.13970 0.54212 -0.068
O -3.10538 -0.14458 1.37262 -0.535
C -2.06449 -0.99121 0.88050 -0.461
B -0.99925 0.00795 0.29416 0.693
C -0.21232 1.12701 1.03298 -0.867
C 0.97108 0.59796 1.84707 0.242
C 0.65375 -0.35925 2.97536 -0.654
F 1.79272 -0.07937 0.91691 -0.386
S -0.77188 -0.20857 -1.56295 2.146
O -0.12234 -1.45881 -1.80135 -0.899
O -1.96767 0.16352 -2.24949 -0.897
F 0.30470 0.89134 -1.96720 -0.500
H -4.86949 1.28355 2.02852 0.229
H -6.23008 0.47828 1.25266 0.217
H -5.34178 1.74764 0.39783 0.215
H -4.71265 -1.14270 0.55217 0.169
H -3.98078 0.07672 -0.49152 0.183
H -2.44017 -1.72012 0.15572 0.211
H -1.64882 -1.56164 1.71701 0.221
H 0.20293 1.83292 0.31079 0.253
H -0.87877 1.69346 1.69255 0.273
H 1.55190 1.44514 2.21801 0.180
H 0.43504 -1.35049 2.57621 0.219
H -0.21037 -0.01203 3.54432 0.224
H 1.50468 -0.45254 3.64850 0.231
O 6.77791 -0.77328 -2.59438 -0.574
C 5.62026 -0.54846 -2.46182 0.967
O 4.83170 -1.08418 -1.50266 -0.492
C 3.56701 -0.41048 -1.51610 -0.100
C 3.51254 0.13056 -2.93331 -0.100
O 4.89950 0.28243 -3.25297 -0.494
H 2.77559 -1.11606 -1.28057 0.216
H 3.58603 0.38075 -0.76624 0.187
H 3.06705 -0.57974 -3.63153 0.187
H 3.01422 1.09178 -3.02122 0.203
```

The structure (SMILES) is CCOCB(C[C@@H](C)F)S(=O)(=O)F.O=C1OCCO1. The orbital gap is 9.3 eV. Its charge is 0.

Respective HOMO energy values: -13.8 -2.0 -1.5 -9.9 -9.4 -10.4 eV.
Respective strongest force on any atom values: 4.8 2.7 3.4 2.1 5.4 0.2 eV Å⁻¹.
Respective LUMO values: -5.52 3.46 3.83 0.27 0.68 -1.05 eV.